No. 1
Entry from the Open Molecules 2025 dataset: C3H6IN3 in the gas phase (ωB97M-V/def2-TZVPD).

- molecular weight (g mol⁻¹) = 211.0
- total charge = 0
- frontier orbital gap (eV) = 8.99

Element x y z (Å)
C (-0.722, -0.446, -0.084)
C (-1.010, 0.687, 0.779)
C (0.712, -0.807, 0.109)
N (-0.924, 0.033, -1.563)
N (-1.464, 1.106, -1.684)
N (-1.581, 1.903, -0.707)
I (-2.474, 0.324, 2.249)
H (-1.507, -1.234, -0.093)
H (-0.070, 1.235, 0.878)
H (1.402, 0.100, 0.016)
H (0.993, -1.296, -0.782)
H (0.936, -1.484, 1.011)
H (-2.100, 2.768, -0.829)

=====

No. 2
Entry from the Open Molecules 2025 dataset: C3H6INO3 in the gas phase (ωB97M-V/def2-TZVPD).

- molecular weight (g mol⁻¹) = 231.0
- total charge = 0
- SMILES = C[C@](I)(CO)[N+](=O)[O-]
- frontier orbital gap (eV) = 9.87

Element x y z (Å)
C (0.383, 0.593, -1.301)
C (-0.530, 0.010, -0.335)
I (-2.549, 0.753, -0.326)
C (-0.068, 0.443, 1.196)
O (1.256, 0.172, 1.545)
N (-0.390, -1.399, -0.247)
O (0.769, -1.806, -0.183)
O (-1.357, -2.085, -0.411)
H (0.055, 0.270, -2.205)
H (0.463, 1.727, -1.340)
H (1.405, 0.466, -1.025)
H (-0.128, 1.478, 1.335)
H (-0.844, 0.094, 1.885)
H (1.534, -0.717, 1.412)

=====

Table of relative energy (zero: lowest compared OMol25 entry of this formula, charge and spin) (eV), in record order: 1.257 4.581